Arrangement w

C4H13N2O | wB97M-V/def2-TZVPD

Geometry as XYZ:
```
20
Properties=species:S:1:pos:R:3
N 0.522 1.210 0.561
C -0.681 0.346 0.522
C -1.300 0.657 -0.877
O -1.523 2.071 -0.959
C -0.258 -1.214 0.474
N 1.190 -1.294 0.755
C 1.924 -1.873 -0.374
H 1.043 1.161 -0.313
H 1.173 0.980 1.312
H 0.253 2.200 0.614
H -1.407 0.565 1.290
H -2.244 0.125 -0.947
H -0.478 0.478 -1.565
H -2.461 2.254 -0.935
H -0.941 -1.674 1.184
H -0.488 -1.595 -0.517
H 1.264 -1.873 1.582
H 1.615 -1.627 -1.395
H 2.252 -2.910 -0.347
H 2.893 -1.328 -0.451
```

Properties
LUMO energy: -3.1030 eV
frontier orbital gap: 10.47 eV
E_HOMO: -13.58 eV
charge: +1
SMILES: CNC[C@@H]([NH3+])CO

natural (NBO) population analysis, charges in e, atoms 1 to 6:
1 N -0.674
2 C -0.088
3 C -0.073
4 O -0.741
5 C -0.233
6 N -0.671


Arrangement x

C4H13N2O | wB97M-V/def2-TZVPD

Geometry as XYZ:
```
20
Properties=species:S:1:pos:R:3
C 0.499 -2.358 2.453
C -0.403 -2.429 1.237
C 0.039 -1.505 0.097
N -0.655 -0.180 0.173
C -0.153 0.937 -0.235
N -0.789 2.085 -0.339
H 0.143 -3.049 3.218
H 1.549 -2.600 2.306
H 0.339 -1.395 2.935
H -0.457 -3.426 0.792
H -1.440 -2.205 1.482
H 1.118 -1.380 0.026
H -0.321 -1.896 -0.832
H -1.633 -0.311 0.389
H 0.914 1.003 -0.442
H -0.330 2.834 -0.840
H -1.793 2.147 -0.242
H 1.783 3.293 -3.338
H 0.349 2.636 -3.269
O 1.160 2.815 -2.789
```

Properties
LUMO energy: -3.1405 eV
frontier orbital gap: 11.72 eV
E_HOMO: -14.86 eV
charge: +1

natural (NBO) population analysis, charges in e, atoms 1 to 6:
1 C -0.623
2 C -0.411
3 C -0.208
4 N -0.502
5 C 0.395
6 N -0.721


Arrangement y

C4H13N2O | wB97M-V/def2-TZVPD

Geometry as XYZ:
```
20
Properties=species:S:1:pos:R:3
C 2.611 0.756 -0.964
C 1.863 -0.378 -0.201
C 0.384 -0.382 -0.368
C -0.320 -1.108 -1.219
N -1.720 -0.947 -1.349
N -0.388 0.619 0.390
H 1.965 1.528 -1.361
H 3.367 1.157 -0.296
H 3.152 0.330 -1.803
H 2.081 -0.257 0.866
H 2.273 -1.337 -0.512
H 0.183 -1.821 -1.865
H -2.235 -1.815 -1.318
H -2.036 -0.383 -2.125
H -0.046 1.571 0.262
H -0.479 0.400 1.388
H -1.341 0.506 0.007
H -2.086 0.200 3.477
H -2.387 1.638 3.174
O -1.848 0.903 2.860
```

Properties
LUMO energy: -2.9654 eV
frontier orbital gap: 10.88 eV
E_HOMO: -13.85 eV
charge: +1

natural (NBO) population analysis, charges in e, atoms 1 to 6:
1 C -0.611
2 C -0.455
3 C 0.126
4 C 0.002
5 N -0.894
6 N -0.716


Arrangement z

C4H13N2O | wB97M-V/def2-TZVPD

Geometry as XYZ:
```
20
Properties=species:S:1:pos:R:3
C -0.451 2.041 -1.326
C -0.050 0.557 -1.282
C 0.486 0.125 0.058
C 1.778 -0.155 0.263
N 2.359 -0.698 1.382
N -0.556 -0.044 1.100
H 0.280 2.585 -0.728
H -1.459 2.254 -0.965
H -0.463 2.449 -2.336
H -0.972 -0.032 -1.421
H 0.539 0.308 -2.158
H 2.484 -0.003 -0.536
H 1.925 -1.026 2.229
H 3.314 -0.968 1.263
H -1.338 0.584 0.993
H -0.978 -1.004 0.888
H -0.046 0.004 1.974
H -2.380 -3.008 0.550
H -2.574 -1.709 -0.188
O -1.897 -2.261 0.239
```

Properties
LUMO energy: -3.2796 eV
frontier orbital gap: 9.05 eV
E_HOMO: -12.33 eV
charge: +1

natural (NBO) population analysis, charges in e, atoms 1 to 6:
1 C -0.625
2 C -0.429
3 C -0.013
4 C 0.043
5 N -0.811
6 N -0.715


Stability, highest: arrangement x